Record 1
{
  "formula": "C31H31F5N4O19",
  "method": "ωB97M-V/def2-TZVPD",
  "symbols": ["O", "N", "O", "C", "C", "C", "C", "C", "C", "H", "H", "H", "H", "H", "O", "N", "O", "C", "C", "C", "C", "C", "C", "H", "H", "H", "H", "H", "O", "C", "O", "C", "C", "F", "O", "H", "H", "H", "O", "C", "O", "C", "C", "F", "O", "H", "H", "H", "O", "C", "O", "C", "C", "F", "O", "H", "H", "H", "O", "C", "O", "C", "C", "F", "O", "H", "H", "H", "O", "C", "O", "C", "C", "F", "O", "H", "H", "H", "C", "C", "N", "H", "H", "H", "C", "C", "N", "H", "H", "H"],
  "positions_angstrom": [[10.0385, 15.8344, 6.5725], [9.5239, 16.2287, 7.5872], [8.3684, 16.5789, 7.7457], [10.3933, 16.3812, 8.7647], [11.7493, 16.2532, 8.6226], [12.5615, 16.3586, 9.7426], [11.9351, 16.5708, 10.9846], [10.5885, 16.6078, 11.1607], [9.7987, 16.5614, 10.0286], [12.1913, 16.1510, 7.6333], [13.6398, 16.4703, 9.6740], [12.5826, 16.7509, 11.8317], [10.1200, 16.7178, 12.0775], [8.7186, 16.5776, 10.0742], [9.2626, 9.9889, 10.4360], [8.9629, 9.7787, 9.2618], [9.0011, 8.7168, 8.6672], [8.4100, 10.8928, 8.5306], [8.2332, 12.0709, 9.2000], [7.7446, 13.1734, 8.4908], [7.5668, 13.0107, 7.1049], [7.8142, 11.8082, 6.4462], [8.1705, 10.6969, 7.1623], [8.4291, 12.0937, 10.2739], [7.5332, 14.0687, 9.0428], [7.2979, 13.8506, 6.4701], [7.6866, 11.7838, 5.3698], [8.4358, 9.7948, 6.7150], [9.4201, 12.7416, 18.3123], [9.7698, 11.6374, 18.1065], [9.5447, 10.8471, 17.0107], [10.4014, 9.6643, 17.0265], [11.0383, 9.7462, 18.3972], [12.4313, 9.8598, 18.3687], [10.6727, 11.0204, 18.9151], [9.7229, 8.8072, 16.8656], [11.0589, 9.6654, 16.1830], [10.7379, 8.9186, 19.0960], [13.9782, 13.7250, 9.5877], [14.8685, 13.2269, 8.8841], [15.3242, 13.6683, 7.7165], [16.3252, 12.7898, 7.1839], [16.2962, 11.6274, 8.1895], [17.5087, 11.4291, 8.8359], [15.4364, 12.0433, 9.2399], [16.1076, 12.5026, 6.1303], [17.2712, 13.3222, 7.1924], [15.9422, 10.6702, 7.8627], [8.9228, 6.8038, 15.9534], [8.8922, 7.1978, 14.8055], [8.4028, 8.2822, 14.2404], [8.5655, 8.3553, 12.7760], [9.1666, 6.9477, 12.5166], [10.4300, 6.9377, 12.0126], [9.3462, 6.3494, 13.8068], [7.5968, 8.4749, 12.2475], [9.2845, 9.2196, 12.7027], [8.5047, 6.2941, 11.9106], [7.3442, 15.7694, 12.4490], [7.7816, 15.0378, 13.2784], [7.5211, 15.2642, 14.6109], [8.2804, 14.3179, 15.3765], [8.6154, 13.2650, 14.3120], [7.6521, 12.2397, 14.2977], [8.4306, 13.8892, 13.1072], [9.1775, 14.8453, 15.7708], [7.6673, 13.9169, 16.2015], [9.6365, 12.8534, 14.2677], [11.1283, 15.0453, 13.9781], [12.0899, 14.3749, 14.1832], [12.7107, 13.6126, 13.2918], [13.9054, 13.0649, 13.8890], [14.0537, 13.8801, 15.1229], [14.8830, 15.0198, 14.9237], [12.7184, 14.3115, 15.3834], [13.8560, 11.9607, 13.9758], [14.7237, 13.2587, 13.1875], [14.4325, 13.4075, 16.0460], [11.6732, 13.1559, 7.0490], [12.6913, 12.2029, 7.3763], [13.4847, 11.4044, 7.5946], [10.8912, 12.7426, 6.3993], [12.2153, 14.0054, 6.5725], [11.1909, 13.5141, 7.9554], [12.3538, 11.3008, 10.8606], [12.0588, 10.7718, 12.1942], [11.9979, 10.4056, 13.2814], [13.3343, 10.9947, 10.5076], [12.2591, 12.3794, 11.0125], [11.5824, 11.0040, 10.1986]],
  "lowdin_charge": [0.07, -0.35, 0.07, -0.15, -0.04, -0.05, -0.06, -0.06, 0.02, 0.12, 0.11, 0.11, 0.08, 0.11, 0.03, -0.32, 0.09, -0.17, 0.00, -0.03, -0.06, -0.07, 0.01, 0.13, 0.10, 0.11, 0.11, 0.10, 0.18, -0.54, 0.05, -0.02, -0.25, 0.03, 0.12, 0.12, 0.12, 0.18, 0.09, -0.56, 0.06, -0.03, -0.28, 0.04, 0.08, 0.15, 0.14, 0.14, 0.13, -0.54, 0.06, 0.00, -0.28, 0.06, 0.10, 0.14, 0.13, 0.17, 0.16, -0.55, 0.07, -0.05, -0.29, 0.03, 0.13, 0.14, 0.14, 0.16, 0.17, -0.56, 0.07, -0.05, -0.24, 0.02, 0.14, 0.13, 0.15, 0.18, -0.04, -0.23, 0.21, 0.09, 0.10, 0.08, -0.04, -0.26, 0.15, 0.08, 0.08, 0.05],
  "smiles": "O=[N+]([O-])c1ccccc1.O=[N+]([O-])c1ccccc1.O=C1OC[C@@H](F)O1.O=C1OC[C@@H](F)O1.O=C1OC[C@@H](F)O1.O=C1OC[C@@H](F)O1.O=C1OC[C@@H](F)O1.CC#N.CC#N",
  "e_homo_ha": -0.360,
  "gap_ev": 8.67,
  "e_above_lowest_kj_mol": 19.46,
  "lumo_ev": -1.13
}

---

Record 2
{
  "formula": "C31H31IMoN5O5Se",
  "method": "ωB97M-V/def2-TZVPD",
  "symbols": ["Mo", "O", "C", "C", "C", "C", "C", "C", "C", "C", "N", "H", "H", "H", "H", "H", "H", "H", "H", "H", "H", "H", "O", "C", "O", "C", "C", "C", "N", "C", "C", "C", "O", "O", "H", "H", "H", "I", "C", "N", "C", "Se", "N", "C", "C", "C", "C", "C", "C", "H", "H", "H", "H", "H", "H", "H", "H", "C", "C", "C", "C", "C", "C", "C", "C", "N", "H", "H", "H", "H", "H", "H", "H", "H", "H"],
  "positions_angstrom": [[0.4499, 0.5039, 0.7671], [2.4499, 1.4651, 2.3102], [3.6967, 0.7957, 2.3366], [4.4796, 1.0317, 1.0508], [3.7253, 0.5690, -0.2032], [3.1904, -0.8300, -0.0900], [4.0504, -1.8839, -0.3179], [3.6076, -3.2004, -0.2328], [2.2718, -3.3944, 0.1166], [1.4665, -2.3076, 0.3365], [1.8763, -1.0169, 0.2351], [1.9897, 1.1807, 3.1283], [3.5458, -0.2832, 2.4906], [4.2801, 1.1802, 3.1866], [5.4259, 0.4897, 1.1348], [4.7057, 2.0976, 0.9547], [4.4241, 0.6168, -1.0411], [2.9060, 1.2557, -0.4013], [5.0825, -1.6762, -0.5624], [4.2671, -4.0290, -0.4276], [1.8607, -4.3871, 0.2147], [0.4299, -2.4641, 0.6155], [-0.2938, -4.5253, 7.0940], [-1.1346, -4.8170, 6.2470], [-2.0325, -5.6594, 6.2257], [-1.0498, -3.9516, 4.9274], [-1.8556, -4.2494, 3.8301], [-1.7695, -3.4459, 2.7073], [-0.9484, -2.4130, 2.6171], [-0.1616, -2.1289, 3.6682], [-0.1858, -2.8740, 4.8454], [0.6799, -0.9178, 3.5004], [1.5067, -0.4962, 4.3178], [0.4755, -0.2976, 2.3956], [-2.5279, -5.0932, 3.8774], [-2.3860, -3.6140, 1.8273], [0.4503, -2.6186, 5.6796], [-1.1256, 2.5692, 1.8487], [-4.7807, -1.1959, -0.2421], [-4.0295, -0.1739, -0.9121], [-2.7339, 0.1146, -0.6020], [-1.6696, -0.8852, 0.5448], [-2.3653, 1.2017, -1.3213], [-3.4024, 1.5954, -2.1237], [-3.5154, 2.5998, -3.0701], [-4.7212, 2.6945, -3.7530], [-5.7723, 1.8254, -3.4996], [-5.6730, 0.8127, -2.5531], [-4.4696, 0.7095, -1.8686], [-4.5516, -1.1466, 0.8278], [-4.5051, -2.1883, -0.6134], [-5.8476, -1.0342, -0.3910], [-1.4445, 1.6221, -1.2056], [-2.7002, 3.2746, -3.2625], [-4.8486, 3.4669, -4.4961], [-6.6956, 1.9385, -4.0473], [-6.4914, 0.1320, -2.3683], [-0.1704, 0.2794, -3.3515], [0.6920, 1.4956, -3.1715], [1.2002, 2.1425, -4.2792], [1.9815, 3.2806, -4.1598], [2.2270, 3.8059, -2.9022], [1.7352, 3.1967, -1.7659], [1.9875, 3.8236, -0.4258], [0.9849, 1.9920, -1.8751], [0.6065, 1.3348, -0.7751], [-1.2030, 0.5780, -3.5477], [-0.1512, -0.3456, -2.4567], [0.1731, -0.3119, -4.1980], [0.9834, 1.7427, -5.2612], [2.3831, 3.7608, -5.0395], [2.8170, 4.7075, -2.7952], [3.0219, 4.1584, -0.3534], [1.7851, 3.1230, 0.3891], [1.3402, 4.6921, -0.2855]],
  "lowdin_charge": [1.03, -0.14, -0.25, -0.16, -0.13, -0.25, -0.02, -0.04, -0.05, -0.12, -0.02, 0.07, 0.12, 0.13, 0.11, 0.11, 0.12, 0.07, 0.12, 0.10, 0.11, 0.04, -0.03, -0.72, -0.05, -0.09, 0.00, -0.16, -0.04, -0.18, 0.07, -0.50, 0.07, -0.43, 0.11, 0.09, 0.12, 0.02, -0.04, -0.08, -0.63, 0.82, 0.11, -0.18, 0.00, -0.10, -0.10, -0.01, -0.15, 0.09, 0.10, 0.09, 0.08, 0.11, 0.10, 0.10, 0.10, -0.05, -0.22, -0.07, -0.10, -0.07, -0.22, -0.06, -0.31, -0.28, 0.07, 0.06, 0.08, 0.11, 0.09, 0.11, 0.08, 0.02, 0.08],
  "e_homo_ha": -0.174,
  "gap_ev": 6.52,
  "e_above_lowest_kj_mol": 113.40,
  "total_charge": -1,
  "lumo_ev": 1.78
}

---

Record 3
{
  "formula": "C31H31IrN5O4PS",
  "method": "ωB97M-V/def2-TZVPD",
  "symbols": ["Ir", "C", "C", "C", "C", "C", "C", "P", "C", "C", "C", "C", "C", "C", "C", "C", "C", "C", "C", "C", "H", "H", "H", "H", "H", "H", "H", "H", "H", "H", "H", "H", "H", "H", "C", "C", "N", "C", "C", "N", "C", "O", "O", "C", "O", "O", "H", "H", "H", "H", "H", "S", "C", "N", "C", "C", "N", "C", "C", "N", "C", "C", "H", "H", "H", "H", "H", "H", "H", "H", "H", "H", "H", "H"],
  "positions_angstrom": [[-1.1448, -0.1328, -1.1729], [5.7090, -0.1748, 2.7400], [4.6871, 0.0472, 3.6516], [3.3947, 0.2932, 3.2078], [3.1106, 0.3254, 1.8444], [4.1491, 0.1156, 0.9369], [5.4377, -0.1398, 1.3790], [1.4585, 0.5921, 1.1002], [0.4798, 1.1596, 2.5243], [-0.7969, 0.5417, 2.8608], [-1.2946, 0.8810, 4.1942], [-0.8790, 2.0022, 4.8382], [0.1490, 2.7959, 4.2800], [0.8431, 2.3339, 3.1665], [0.8591, -1.1285, 0.8697], [1.4465, -2.1650, 1.6073], [1.1480, -3.4943, 1.3763], [0.2521, -3.8169, 0.3690], [-0.3536, -2.8108, -0.3646], [-0.0742, -1.4582, -0.1308], [6.7146, -0.3714, 3.0887], [4.8927, 0.0201, 4.7142], [2.6058, 0.4537, 3.9317], [3.9409, 0.1510, -0.1270], [6.2314, -0.3050, 0.6618], [-0.8160, -0.5350, 2.6902], [-2.0765, 0.2642, 4.6202], [-1.3113, 2.2770, 5.7922], [0.4404, 3.7218, 4.7566], [1.7190, 2.8765, 2.8261], [2.1608, -1.9191, 2.3831], [1.6176, -4.2676, 1.9701], [0.0083, -4.8512, 0.1594], [-1.0657, -3.0865, -1.1279], [-3.2137, 0.2201, 1.8409], [-1.9936, 1.1053, 1.6905], [-1.4448, 1.0915, 0.3818], [-1.0775, 2.3430, 0.0487], [-1.5076, 3.2263, 1.0101], [-2.1725, 2.4970, 1.9326], [-1.3508, 4.6919, 1.1953], [-0.7621, 5.3655, 0.2265], [-1.7589, 5.1963, 2.2132], [-0.2189, 2.5120, -1.1606], [0.0482, 3.6208, -1.6089], [0.2023, 1.3794, -1.6181], [-2.9969, -0.7554, 1.4173], [-4.0549, 0.6558, 1.3050], [-3.4841, 0.0987, 2.8898], [-2.4065, 2.8947, 2.8316], [-0.4593, 4.7747, -0.5204], [-5.1758, -2.5712, -0.4062], [-3.7632, -1.8339, -0.6985], [-2.7385, -1.3142, -0.9122], [0.4695, -1.5473, -3.2889], [0.6552, -2.0579, -4.7408], [-0.4737, -1.6628, -5.5787], [-1.6987, -2.2547, -5.0550], [-1.9181, -1.8395, -3.5810], [-0.8554, -0.8734, -3.1621], [-0.8864, 0.2857, -4.1025], [-0.6102, -0.2125, -5.5458], [1.2276, -0.8156, -3.0095], [0.5018, -2.3574, -2.5670], [0.7303, -3.1457, -4.7629], [1.5670, -1.6507, -5.1788], [-1.6299, -3.3393, -5.1434], [-2.5283, -1.9214, -5.6793], [-1.8632, -2.6936, -2.9123], [-2.8850, -1.3663, -3.4290], [-0.1387, 1.0018, -3.7808], [-1.8700, 0.7546, -4.0158], [0.3120, 0.2282, -5.9251], [-1.4198, 0.0742, -6.2171]],
  "lowdin_charge": [1.33, -0.09, -0.08, -0.10, -0.38, -0.10, -0.08, 1.15, -0.32, -0.17, -0.06, -0.09, -0.04, -0.11, -0.36, -0.09, -0.08, -0.07, -0.14, -0.28, 0.10, 0.10, 0.10, 0.10, 0.10, 0.14, 0.11, 0.11, 0.11, 0.12, 0.10, 0.10, 0.11, 0.07, 0.01, -0.37, -0.06, -0.16, -0.08, 0.19, -0.48, 0.14, 0.11, -0.56, 0.08, -0.19, 0.06, 0.10, 0.08, 0.16, 0.07, 0.52, -0.96, -0.13, -0.13, -0.14, -0.16, -0.14, -0.14, -0.28, -0.13, -0.14, 0.12, 0.09, 0.12, 0.12, 0.12, 0.12, 0.10, 0.11, 0.10, 0.13, 0.12, 0.12],
  "e_homo_ha": [-0.282, -0.275],
  "gap_ev": [6.21, 5.85],
  "e_above_lowest_kj_mol": 168.40,
  "lumo_ev": [-1.46, -1.64]
}